(1)
DFT (the ωB97M-V functional and the def2-TZVPD basis) results for C5H10O as an isolated structure.

Values from the calculation:
Highest occupied orbital energy: -9.142 eV
Orbital gap: 10.061 eV
Energy above the lowest of the compared OMol25 structures with the same formula, charge and spin: 2.900 eV

The geometry in XYZ format:
```
16
Properties=species:S:1:pos:R:3:forces:R:3
C -0.490698 -1.163200 -0.954121 0.2 -0.2 0.1
C -0.046558 -0.025846 -0.056553 0.4 -0.4 0.2
C 0.020347 1.305936 -0.867498 0.0 -0.2 0.3
C 1.152537 -0.187294 0.844095 1.0 -0.3 -0.3
O 0.594022 0.511912 1.967439 -0.5 0.0 -0.4
C -0.689986 0.111974 1.484653 0.8 -1.1 -2.7
H -1.412717 -0.942205 -1.514086 0.2 0.1 0.3
H -0.662708 -2.063836 -0.361304 0.0 -0.1 -0.1
H 0.282216 -1.383678 -1.701699 -0.1 0.0 0.1
H -0.878292 1.533862 -1.464108 0.1 -0.3 0.4
H 0.232101 2.173643 -0.232696 0.0 -0.2 0.0
H 0.849994 1.240524 -1.595086 -0.2 -0.1 0.3
H 2.090800 0.257415 0.531206 0.4 0.0 0.0
H 1.248185 -1.258871 1.072426 0.4 0.1 0.1
H -1.309654 0.747044 0.927602 -2.3 2.1 2.0
H -0.979590 -0.857380 1.919729 -0.5 0.6 -0.3
```
Positions in Å, forces in eV/Å.

Quick look at the Löwdin charges, all values in e: C -0.054; C -0.473; C -0.047; C -0.194; O -0.102; C -0.099; H 0.084; H 0.077; H 0.085; H 0.080; H 0.086; H 0.088; H 0.122; H 0.127; H 0.091; H 0.129

---

(2)
DFT (the ωB97M-V functional and the def2-TZVPD basis) results for C3H3ClF2 as an isolated structure.

Values from the calculation:
Highest occupied orbital energy (spin up / spin down): -9.190 / -9.037 eV
Orbital gap (spin up / spin down): 8.896 / 8.320 eV
Energy above the lowest of the compared OMol25 structures with the same formula, charge and spin: 5.218 eV

The geometry in XYZ format:
```
9
Properties=species:S:1:pos:R:3:forces:R:3
C -1.322777 0.768208 1.752581 0.1 1.0 0.6
C -0.318583 1.401215 1.199385 -0.7 -0.1 0.6
C 1.059575 -0.720530 -1.623729 1.4 -1.7 -0.8
F -0.024740 -1.520317 -1.408662 1.3 0.9 -0.5
F 2.217026 -1.355914 -1.195136 -1.5 0.5 0.2
Cl 0.699904 1.018894 -0.073566 0.2 0.3 -0.1
H -1.675132 -0.160164 1.465992 -0.2 -2.1 -1.3
H -1.971173 1.033247 2.576764 0.5 1.1 0.2
H 1.335902 -0.464638 -2.693628 -1.3 0.0 1.0
```
Positions in Å, forces in eV/Å.

Quick look at the Löwdin charges, all values in e: C -0.106; C -0.512; C -0.343; F -0.003; F -0.037; Cl 0.791; H 0.026; H 0.053; H 0.131